Entry 1:
FH2IP2 as an isolated structure at a distorted geometry, computed with wB97M-V/def2-TZVPD.

Calculated values
* DFT total energy: -29425.8854 eV
* expectation value of S²: 2.007
* frontier orbital gap (alpha / beta): 6.062 / 7.066 eV
* charge: 0
* highest occupied orbital energy (alpha / beta): -6.078 / -9.382 eV
* spin multiplicity: 3
* energy above the lowest of the compared OMol25 structures with the same formula, charge and spin: 0.3 kcal per mole
* LUMO level (alpha / beta): -0.0006 / -0.0851 Ha
* strongest force on any atom: 0.0439 Eh/bohr
* molecular weight: 209.9 g/mol

Cartesian coordinates (Å):
F 0.9395 1.7378 -0.1375
P 0.3193 0.2711 -0.2315
P -1.5407 0.4538 0.5656
I -1.5591 -2.0591 0.8087
H 0.7067 0.1496 -1.5389
H 1.1344 -0.5532 0.5337


Entry 2:
One molecule with the formula C5H6O at a distorted geometry, computed with wB97M-V/def2-TZVPD.

Calculated values
* DFT total energy: -7327.1476 eV
* frontier orbital gap: 10.390 eV
* structure (SMILES): O=C1C[C@H]2C[C@@H]12
* charge: 0
* highest occupied orbital energy: -9.364 eV
* energy above the lowest of the compared OMol25 structures with the same formula, charge and spin: 49.3 kcal per mole
* LUMO level: 0.0377 Ha
* strongest force on any atom: 0.0383 Eh/bohr
* molecular weight: 82.1 g/mol

Cartesian coordinates (Å):
O -1.2560 2.0910 0.2959
C -0.6585 1.0726 0.0603
C -1.1112 -0.2220 -0.6330
C -0.0435 -0.9203 0.2095
C 1.2765 -0.4420 -0.2306
C 0.5710 0.5181 0.6626
H -2.1551 -0.4874 -0.4554
H -0.9206 -0.2357 -1.7122
H -0.2060 -1.1445 1.2494
H 1.3582 -0.0787 -1.2494
H 2.1631 -0.9223 0.1616
H 0.9821 0.7711 1.6415


Entry 3:
One molecule with the formula H5NO2Si at a distorted geometry, computed with wB97M-V/def2-TZVPD.

Calculated values
* DFT total energy: -13546.1267 eV
* frontier orbital gap: 10.634 eV
* structure (SMILES): N[SiH](O)O
* charge: 0
* highest occupied orbital energy: -10.036 eV
* energy above the lowest of the compared OMol25 structures with the same formula, charge and spin: 25.2 kcal per mole
* LUMO level: 0.0220 Ha
* strongest force on any atom: 0.1106 Eh/bohr
* molecular weight: 79.1 g/mol

Cartesian coordinates (Å):
N -0.3322 0.5151 1.1583
O -1.3691 -0.3913 -1.1467
O 1.3730 0.3961 -1.1169
Si 0.2550 -0.3367 -0.2153
H -0.2061 1.4688 1.1076
H -0.1914 0.1933 2.0756
H -2.2633 -0.2958 -0.8031
H 1.5582 1.3093 -1.1165
H 0.9045 -1.5633 -0.2244


Entry 4:
A 5-piece molecular cluster, C4H18N2O5 overall at a distorted geometry, computed with wB97M-V/def2-TZVPD.

Calculated values
* DFT total energy: -17657.2518 eV
* frontier orbital gap: 9.643 eV
* structure (SMILES): CNCCNC=O.O.O.O.O
* charge: 0
* highest occupied orbital energy: -9.239 eV
* energy above the lowest of the compared OMol25 structures with the same formula, charge and spin: 48.8 kcal per mole
* LUMO level: 0.0148 Ha
* strongest force on any atom: 0.0348 Eh/bohr
* molecular weight: 174.2 g/mol

Cartesian coordinates (Å):
C -1.3173 -1.2786 2.2480
N -0.4377 -0.2936 2.5559
C 0.8784 -0.3204 1.9082
C 0.7986 0.0526 0.4158
N 1.2615 -0.8923 -0.5815
C 2.6088 -1.4856 -0.2869
O -1.0185 -2.2918 1.6433
H -2.2698 -1.1976 2.7829
H -0.8297 0.5895 2.8497
H 1.5581 0.2883 2.4948
H 1.1250 -1.3762 2.0055
H 1.3157 0.9992 0.2790
H -0.2075 0.4145 0.2116
H 0.7079 -1.7356 -0.4566
H 2.6764 -1.8703 0.7240
H 2.7230 -2.2845 -1.0189
H 3.3553 -0.7386 -0.5512
H 0.7825 2.7201 -2.5013
H 0.9241 1.4431 -1.6598
O 1.1688 2.3821 -1.6827
H -0.3407 2.7163 -0.8790
H -1.3901 3.1850 0.0876
O -1.1928 2.4340 -0.4841
H -1.6922 -1.1376 -0.5381
H -3.0612 -1.5293 -1.1040
O -2.6275 -0.9047 -0.5096
H -2.3822 0.9159 -2.0762
H -1.0975 0.7013 -3.0126
O -2.0195 0.4947 -2.8637